ORCA calculation (ωB97M-V with the def2-TZVPD basis set) on the ion C9H16N3 with charge +1 at a distorted geometry.

Each line ends with the Mulliken charge.
Positions of all 28 atoms, in Å:
C  -1.71133  0.61620  1.65619  -1.00
N  -1.33119  -0.59311  0.97875  0.16
C  -2.26587  -1.52032  0.70021  0.03
C  -2.05958  -2.75712  0.20586  -0.76
C  -0.70637  -3.09727  0.15611  -0.14
N  0.28508  -2.20254  0.30466  -0.61
C  -0.04082  -0.91691  0.58987  0.22
N  1.04076  -0.11322  0.55446  -0.14
C  1.23875  1.06476  -0.53259  1.65
C  2.50553  0.58999  -1.33619  -1.83
C  0.04744  1.07348  -1.48633  -1.64
C  1.29356  2.31663  0.22263  -1.76
H  -2.36839  0.34363  2.44337  0.51
H  -0.73569  1.13552  2.02271  0.33
H  -2.19053  1.48498  0.99862  0.28
H  -3.25199  -1.27792  0.88547  0.50
H  -2.78407  -3.40051  -0.13063  0.50
H  -0.49599  -4.08785  -0.14304  0.42
H  1.88364  -0.73438  0.61714  0.38
H  3.30102  0.44183  -0.74453  0.55
H  2.16219  -0.33249  -1.75808  0.46
H  2.89882  1.18994  -2.12769  0.40
H  0.06048  0.13213  -1.96375  0.48
H  0.08197  1.85330  -2.20759  0.43
H  -0.86116  0.98275  -0.92200  0.35
H  1.85362  3.04858  -0.39028  0.43
H  0.28411  2.67432  0.33742  0.37
H  1.86601  2.08561  1.06924  0.42

The value obtained for the total energy is -14055.088 eV. The SMILES is Cn1cccn/c1=[NH+]/C(C)(C)C. The value obtained for the energy above the lowest of the compared OMol25 structures with the same formula, charge and spin is 3.016 eV. As for the charge: +1. The HOMO energy comes out at -13.517 eV. The calculation puts the frontier orbital gap at 0.33950 Eh.